# 1
Entry from the OMol25 dataset: a molecular structure, C2H20HfO9 at a distorted geometry (ωB97M-V/def2-TZVPD).

Output
total energy: -22116.3175 eV
net charge: +2
E_HOMO: -0.613 Eh
energy above the lowest of the compared OMol25 structures with the same formula, charge and spin: 487.2 kJ/mol

```
32
Properties=species:S:1:pos:R:3:lowdin_charge:R:1
O -0.877 0.399 0.337 -0.380
O 1.721 1.470 -1.321 0.004
H 1.689 -2.937 0.063 0.075
H -3.568 -1.075 2.194 0.121
O 0.925 1.281 2.483 -0.079
O -1.130 -2.339 0.183 -0.053
C -1.068 1.629 -0.295 -0.101
H 2.255 2.933 0.375 -0.024
H -1.024 -3.261 0.065 0.101
Hf -0.728 -0.815 1.852 1.960
H 2.789 -2.482 1.276 0.110
O -2.886 -0.923 1.541 -0.059
H 0.885 2.197 2.104 0.075
H -0.689 1.476 -1.204 0.023
O -2.327 0.219 -3.457 -0.032
H 1.261 1.526 3.365 0.096
O 0.429 -1.367 -1.807 -0.006
H -2.520 0.739 -2.648 0.036
H -0.420 2.340 0.305 0.122
O 1.020 -1.390 1.202 -0.407
H -1.450 0.357 -3.779 0.016
H 2.916 3.639 1.491 0.032
O 2.453 3.804 0.683 -0.005
H -2.149 1.873 -0.313 0.129
H 0.637 -2.190 -2.240 0.081
H -0.755 -2.027 -0.632 0.027
C 1.708 -2.607 1.086 -0.138
H 1.285 -3.275 1.920 0.114
H 1.490 1.203 -2.188 0.027
H 0.514 -0.744 -2.510 0.046
H -3.283 -1.177 0.703 0.122
H 0.900 1.523 -0.834 -0.031
```

# 2
Entry from the OMol25 dataset: a molecular structure, C2H22MgNO14 at a distorted geometry (ωB97M-V/def2-TZVPD).

Output
total energy: -38026.8913 eV
net charge: -1
E_HOMO: -0.055 Eh
energy above the lowest of the compared OMol25 structures with the same formula, charge and spin: 0.0 kJ/mol

```
40
Properties=species:S:1:pos:R:3:lowdin_charge:R:1
H 29.842 -12.620 6.031 0.065
H 30.553 -17.713 8.998 0.027
H 29.463 -17.179 8.094 -0.031
O 24.805 -14.647 5.158 -0.034
H 24.757 -14.905 4.238 0.094
O 24.910 -13.798 7.720 -0.053
H 27.897 -19.153 8.279 -0.031
O 28.996 -17.245 4.775 -0.041
H 25.331 -13.847 5.155 0.036
H 27.722 -13.774 6.037 0.062
H 23.780 -16.988 9.061 0.099
O 23.605 -16.178 8.583 -0.006
C 27.721 -12.687 6.124 -0.377
H 23.918 -17.603 5.138 0.109
H 30.369 -14.049 9.239 0.032
O 23.657 -17.074 5.891 -0.002
O 29.246 -12.452 4.074 -0.397
H 27.214 -13.434 10.857 0.028
O 26.146 -16.361 7.130 -0.057
C 29.040 -12.169 5.448 -0.447
H 25.354 -13.127 7.201 0.009
O 27.610 -15.576 8.399 0.047
H 28.886 -14.222 8.987 -0.024
O 29.513 -13.703 9.492 -0.061
O 26.902 -14.298 11.125 -0.064
Mg 24.282 -15.529 6.810 0.654
H 27.062 -14.858 10.366 -0.014
H 27.816 -12.601 7.207 0.064
O 27.881 -20.034 8.651 -0.062
H 24.913 -13.452 8.612 0.080
H 28.953 -16.759 5.598 0.012
O 26.370 -12.263 5.866 -0.397
O 30.373 -17.032 8.350 -0.048
O 27.715 -17.555 7.623 0.010
H 29.119 -11.100 5.643 0.063
N 27.215 -16.482 7.701 -0.566
H 27.748 -19.897 9.589 0.023
H 22.892 -17.525 6.248 0.088
H 28.085 -17.319 4.491 0.019
H 23.168 -15.612 9.219 0.094
```

# 3
Entry from the OMol25 dataset: 10 unconnected molecules or ions with the total composition C2H22N2O11 at a distorted geometry (ωB97M-V/def2-TZVPD).

Output
total energy: -27934.3447 eV
SMILES: NC(=O)NC=O.O.O.O.O.O.O.O.O.O
E_HOMO: -0.346 Eh
energy above the lowest of the compared OMol25 structures with the same formula, charge and spin: 0.0 kJ/mol

```
37
Properties=species:S:1:pos:R:3:lowdin_charge:R:1
O -0.266 -3.160 2.747 -0.042
H -2.530 0.642 -0.821 0.063
H 1.211 1.835 2.427 0.006
H 2.428 0.854 1.819 0.007
N -2.205 -3.561 -0.490 0.159
O 3.312 1.500 -0.283 -0.071
C -1.586 -2.387 -0.796 -0.596
H 1.969 -1.974 -2.934 0.042
O 0.565 -0.615 -0.696 0.033
H -0.740 -2.880 3.536 0.049
H -1.420 0.647 3.728 0.028
H 3.076 1.188 -3.436 0.058
C -0.102 -0.716 0.312 -0.293
H -0.519 3.791 -2.592 0.030
H -1.215 3.388 1.441 0.037
N -1.046 -1.760 0.335 0.118
H 0.633 -3.259 3.068 0.055
H 0.822 3.098 -2.748 0.018
H -0.956 3.616 2.921 0.050
O 1.919 1.204 2.547 -0.058
H 0.879 -1.129 -3.683 0.022
H -2.666 -3.935 -1.308 0.103
O 1.630 -1.710 -3.792 -0.047
H -1.096 -2.279 1.203 0.084
H 2.582 0.942 -0.598 0.004
H 1.778 0.420 -3.086 -0.007
O -1.857 0.956 -0.206 -0.034
O 0.077 3.189 -2.140 -0.061
H -1.909 0.234 2.328 0.021
H -1.704 1.849 -0.542 0.041
O -1.138 2.923 2.276 -0.042
O -1.521 -1.952 -1.920 0.069
O -1.370 -0.047 3.077 -0.056
H 0.113 -0.222 1.257 0.104
O 2.276 1.205 -2.908 -0.034
H 2.825 2.334 -0.300 0.038
H -2.247 -4.228 0.258 0.101
```

Number 1: HOMO-LUMO gap 7.31 eV. Number 2: HOMO-LUMO gap 1.78 eV. Number 3: HOMO-LUMO gap 9.52 eV.